The following is a DFT calculation (wB97M-V/def2-TZVPD) of C3H4FNS in the gas phase in a non-equilibrium geometry.

```
10
Properties=species:S:1:pos:R:3:forces:R:3:mulliken_charge:R:1
F -0.1936 1.7060 -2.2732 0.2 0.2 0.5 -0.247
C 0.3160 1.9278 -1.0291 0.6 -0.1 1.0 -0.103
C 0.2834 0.9415 -0.1188 -1.1 -0.8 -0.6 -0.275
N -0.3902 -0.3062 -0.4441 0.9 2.1 0.0 -0.156
C -0.4712 -1.3481 0.4058 0.0 -0.3 -1.4 -0.009
S 0.2538 -1.4840 1.8385 0.1 -0.1 0.8 -0.369
H 0.7610 2.9357 -0.8609 -0.5 -1.1 -0.4 0.315
H 0.6362 0.9702 0.9205 0.0 0.3 -0.7 0.276
H -0.7412 -0.3159 -1.3989 -0.1 -0.5 0.5 0.268
H -1.0111 -2.1835 -0.0561 0.0 0.2 0.2 0.300
```
Forces are in eV/Å.

## Properties
orbital gap	9.1	eV
SMILES string	F/C=C\NC=S

***

The following is a DFT calculation (wB97M-V/def2-TZVPD) of C3H4FNS in the gas phase in a non-equilibrium geometry.

```
10
Properties=species:S:1:pos:R:3:forces:R:3:mulliken_charge:R:1
F -3.5381 0.0619 -0.0924 0.5 0.3 0.3 -0.232
C -2.2667 -0.3747 0.0176 -2.1 -2.8 -0.5 -0.014
C -1.2229 0.3663 0.1399 3.1 3.3 -0.3 -0.317
C 0.1717 -0.1577 0.0717 0.3 1.5 0.5 0.005
N 1.2045 0.6000 -0.0685 -1.4 -0.1 0.1 -0.390
S 2.6881 -0.2167 -0.0295 -0.4 -0.7 -0.1 -0.121
H -2.2476 -1.4842 -0.0568 0.1 0.9 0.1 0.291
H -1.2383 1.5019 0.1692 -0.4 -1.6 0.0 0.268
H 0.3751 -1.1730 0.2734 -0.4 -1.6 0.0 0.360
H 3.4203 0.8621 0.0222 0.5 0.8 0.0 0.150
```
Forces are in eV/Å.

## Properties
orbital gap	9.4	eV
SMILES string	F/C=C/C=N/S